C47H56IrN5O4SSe3 | the ωB97M-V functional and the def2-TZVPD basis

Each line ends with the Mulliken charge.
Geometry (Å):
1 Ir -0.6142 0.4311 1.0544  1.724
2 C 2.9958 -5.4770 -10.7679  -0.846
3 O 2.5791 -6.1132 -9.5692  -0.460
4 C 2.3185 -5.3362 -8.4981  0.941
5 C 1.9395 -6.0106 -7.3338  -0.593
6 C 1.6451 -5.3064 -6.1907  -0.529
7 C 1.7196 -3.9099 -6.1751  0.193
8 C 2.1043 -3.2497 -7.3338  -0.782
9 C 2.4039 -3.9467 -8.4958  -0.606
10 C 1.3694 -3.1962 -4.9470  0.296
11 N 1.1154 -3.7610 -3.7874  -0.834
12 C 0.8092 -2.7279 -2.9447  0.741
13 C 0.8774 -1.5181 -3.5960  -0.336
14 N 1.2384 -1.8323 -4.8839  -0.091
15 C 0.5662 -0.2732 -2.9733  0.948
16 C 0.5879 0.9886 -3.5918  -0.765
17 C 0.2115 2.0918 -2.8748  -1.107
18 C -0.1726 1.9531 -1.5352  -0.423
19 N -0.1623 0.7810 -0.9253  0.513
20 C 0.1858 -0.3334 -1.6253  -0.320
21 C 0.1123 -1.5974 -0.9270  -0.030
22 N -0.2717 -1.5458 0.3720  0.362
23 C -0.4009 -2.6773 1.0422  -0.128
24 C -0.1091 -3.9221 0.4689  -1.209
25 C 0.3055 -3.9894 -0.8360  -0.788
26 C 0.4158 -2.7992 -1.5704  0.902
27 H 3.1808 -6.2740 -11.4810  0.247
28 H 3.9155 -4.9090 -10.6120  0.346
29 H 2.2155 -4.8178 -11.1547  0.343
30 H 1.8788 -7.0900 -7.3602  0.432
31 H 1.3493 -5.8236 -5.2885  0.467
32 H 2.1951 -2.1698 -7.3576  0.225
33 H 2.6966 -3.4028 -9.3809  0.411
34 H 1.3430 -1.1977 -5.6550  0.203
35 H 0.8861 1.0857 -4.6283  0.482
36 H 0.1969 3.0751 -3.3234  0.617
37 H -0.4927 2.7988 -0.9486  -0.388
38 H -0.7061 -2.5872 2.0746  0.328
39 H -0.2050 -4.8135 1.0726  0.493
40 H 0.5417 -4.9290 -1.3171  0.615
41 O 3.6206 1.3384 5.5586  -0.487
42 C 2.9499 0.3659 6.3484  -1.635
43 C 1.4743 0.2614 5.9253  2.812
44 C 0.9041 -0.9277 6.7430  -1.154
45 O -0.4288 -0.8151 7.2020  -0.471
46 C 0.8236 1.6122 6.2312  -1.808
47 Se -1.0026 1.9221 5.6271  -0.033
48 C 1.4931 -0.0650 4.4212  -1.867
49 Se -0.2398 -0.4784 3.6138  -0.451
50 H 4.5073 1.4609 5.9086  0.329
51 H 2.9916 0.6252 7.4123  0.542
52 H 3.4266 -0.6157 6.2207  0.456
53 H 1.5727 -1.1191 7.5922  0.444
54 H 0.9187 -1.8242 6.1203  0.257
55 H -0.4738 -0.1351 7.8811  0.367
56 H 1.4354 2.3828 5.7673  0.528
57 H 0.8343 1.7937 7.3096  0.541
58 H 2.0988 -0.9661 4.2968  0.534
59 H 1.9428 0.7416 3.8471  0.435
60 C -2.9423 7.1402 -1.9257  -1.599
61 C -2.3538 6.0823 -1.0329  0.566
62 C -3.1588 5.2874 -0.2292  -1.100
63 C -2.6342 4.3125 0.6116  0.577
64 C -3.5774 3.5235 1.4695  -1.096
65 C -1.2482 4.0999 0.6469  -0.224
66 Se -0.4444 2.7671 1.8066  0.012
67 C -0.4129 4.9338 -0.1220  1.133
68 C 1.0950 4.8488 -0.1125  -1.543
69 C -0.9832 5.8945 -0.9547  -0.731
70 H -4.0124 6.9902 -2.0639  0.366
71 H -2.4665 7.1384 -2.9071  0.369
72 H -2.7986 8.1338 -1.4965  0.319
73 H -4.2335 5.4348 -0.2483  0.322
74 H -4.5855 3.9340 1.4089  0.396
75 H -3.2461 3.5354 2.5103  0.334
76 H -3.6066 2.4870 1.1413  -0.055
77 H 1.4674 4.2296 0.6985  0.072
78 H 1.5216 5.8478 -0.0146  0.545
79 H 1.4718 4.4314 -1.0524  0.238
80 H -0.3268 6.5198 -1.5532  0.481
81 C -3.6580 -1.9986 3.6486  -0.555
82 N -4.2139 -0.6380 3.8852  0.095
83 C -4.1537 -0.2856 5.3343  -0.498
84 C -3.5342 0.4227 3.0405  0.674
85 C -3.6869 0.1396 1.5765  0.481
86 C -4.9950 -0.0717 1.1320  -0.927
87 C -5.2928 -0.3211 -0.1907  -1.197
88 C -4.2460 -0.3381 -1.0960  -1.177
89 C -2.9523 -0.0996 -0.6679  -0.158
90 C -2.5944 0.1510 0.6737  1.090
91 H -4.1925 -2.7043 4.2801  0.448
92 H -2.6051 -1.9752 3.9211  0.077
93 H -3.7812 -2.2476 2.5979  0.313
94 H -5.1894 -0.6581 3.5924  0.432
95 H -3.1069 -0.1959 5.6246  0.055
96 H -4.6447 -1.0719 5.9035  0.372
97 H -4.6561 0.6668 5.4814  0.336
98 H -2.4974 0.4501 3.3398  -1.361
99 H -3.9916 1.3714 3.3276  0.567
100 H -5.8209 -0.0155 1.8387  0.279
101 H -6.3138 -0.4803 -0.5099  0.415
102 H -4.4379 -0.5278 -2.1448  0.500
103 H -2.1841 -0.1124 -1.4280  0.380
104 O 1.6610 0.6673 1.3070  -0.748
105 S 2.6561 -0.4646 1.0903  0.546
106 C 4.0967 -0.0052 2.0929  -0.512
107 C 5.3036 -0.0841 1.1693  -0.779
108 C 4.8494 0.5565 -0.1405  -0.807
109 C 3.5157 -0.1026 -0.4795  -0.272
110 H 4.1431 -0.6545 2.9638  0.394
111 H 3.8823 1.0169 2.4119  0.259
112 H 5.5828 -1.1272 0.9992  0.332
113 H 6.1655 0.4183 1.6067  0.399
114 H 5.5751 0.4203 -0.9414  0.427
115 H 4.7051 1.6289 0.0026  0.305
116 H 3.6424 -1.0553 -0.9969  0.521
117 H 2.8312 0.5274 -1.0477  -0.023

The calculation puts the HOMO energy (alpha / beta) at -8.4860 / -8.4723 eV. The value obtained for the HOMO-LUMO gap (alpha / beta) is 5.6 / 5.6 eV. As for the energy above the lowest of the compared OMol25 structures with the same formula, charge and spin: 0.0 kJ/mol. As for the net charge: +1. As for the expectation value of S²: 0.76. Its LUMO energy (alpha / beta) is -2.84 / -2.85 eV. Its multiplicity is 2. Its total energy is -10105.9696 Eh.